Formula: C12H18N2O3S
Source: OMol25
Level of theory: wB97M-V/def2-TZVPD

Geometry as XYZ:
```
36
Properties=species:S:1:pos:R:3:forces:R:3
C -4.390 -2.734 -0.990 0.2 0.3 0.3
C -4.207 -2.108 0.386 -0.6 -0.2 -0.1
O -3.030 -1.309 0.441 0.3 0.0 0.0
C -3.133 -0.041 -0.005 -0.3 0.3 -0.1
O -4.163 0.447 -0.413 0.0 -0.2 0.1
C -1.857 0.636 0.086 0.5 0.2 0.0
S -0.451 -0.228 0.670 0.2 0.6 -0.1
C 0.462 1.254 0.436 -0.6 -0.8 0.2
N 1.759 1.357 0.781 0.4 0.3 -0.1
C 2.603 0.217 1.015 0.1 -0.5 -0.3
C 3.074 -0.474 -0.287 -0.3 0.4 0.1
C 4.107 0.359 -1.056 -0.1 -0.2 0.1
C 5.428 -0.181 -0.512 -0.2 -0.2 0.1
C 5.082 -1.653 -0.291 0.4 -0.1 -0.1
O 3.705 -1.699 0.045 -0.1 0.0 0.2
N -0.223 2.251 -0.033 0.4 0.7 -0.1
C -1.522 1.932 -0.232 -0.5 -0.8 0.1
C -2.451 2.965 -0.759 -0.1 -0.1 0.0
H -5.258 -3.387 -0.983 -0.1 -0.1 0.0
H -4.542 -1.954 -1.733 0.0 0.0 -0.1
H -3.509 -3.312 -1.260 0.0 -0.1 0.0
H -5.072 -1.484 0.635 0.2 -0.2 0.0
H -4.066 -2.874 1.151 0.0 0.1 -0.1
H 2.197 2.217 0.485 -0.1 0.0 0.0
H 2.046 -0.519 1.600 0.1 0.0 0.1
H 3.470 0.538 1.596 0.0 -0.1 0.0
H 2.187 -0.694 -0.895 0.1 0.1 0.0
H 4.030 0.157 -2.125 0.0 0.1 0.0
H 3.982 1.427 -0.893 0.0 0.1 -0.1
H 5.678 0.297 0.436 0.1 0.0 0.0
H 6.259 -0.052 -1.201 0.1 0.0 0.0
H 5.246 -2.231 -1.211 0.0 0.0 0.1
H 5.648 -2.115 0.520 0.0 0.0 -0.1
H -3.442 2.545 -0.889 0.0 0.1 0.0
H -2.492 3.803 -0.065 0.0 0.1 0.0
H -2.076 3.339 -1.710 0.0 0.1 -0.1
```
Forces are in eV/Å.

SMILES ... CCOC(=O)c1sc(NC[C@H]2CCCO2)nc1C
E_HOMO ... -8.1 eV
Orbital gap ... 8.83 eV
Total charge ... 0

Mulliken atomic charge list, values in e, 8 entries: -1.089, -0.295, -0.339, 0.463, -0.657, 0.836, -0.137, 0.567

Formula: C7H14N2
Source: OMol25
Level of theory: wB97M-V/def2-TZVPD

Geometry as XYZ:
```
23
Properties=species:S:1:pos:R:3:forces:R:3
C -0.206 2.273 -0.380 2.9 -1.8 1.6
C -1.291 1.451 -1.257 2.5 0.5 -0.5
C -0.613 0.867 -2.571 1.9 -2.2 -0.7
C -1.310 -0.422 0.463 -1.7 -1.4 0.6
C 1.262 -0.744 0.126 -1.2 0.0 1.0
C 0.065 -1.879 2.048 4.1 -0.4 2.2
C 1.355 -1.987 2.657 -0.8 1.7 -1.5
H 0.030 3.323 -0.712 -0.7 -1.0 0.7
H -0.106 2.046 0.916 -1.4 1.2 -3.9
H 0.820 1.704 -0.543 -2.0 1.2 -0.3
H -2.157 2.047 -1.714 0.9 -0.5 1.5
H -0.055 -0.321 -2.215 -1.0 4.2 -1.5
H -1.380 0.391 -3.184 -0.4 0.4 0.0
H -0.013 1.610 -3.403 -1.3 -2.1 2.9
H -2.285 -0.923 1.008 2.9 0.6 -0.8
H 2.032 0.133 0.522 -2.2 -2.4 -1.1
H 0.760 -0.554 -0.864 1.7 0.1 0.9
H 1.658 -1.800 0.213 0.4 1.5 -0.6
H -0.644 -2.668 2.610 0.6 2.4 -2.3
H 2.339 -1.164 2.370 -3.3 -3.0 1.0
H 1.478 -2.797 3.433 0.1 1.3 -0.9
N -1.718 0.367 -0.449 -0.6 -0.6 1.1
N -0.021 -0.953 0.928 -1.6 0.2 0.5
```
Forces are in eV/Å.

E_HOMO ... -8.2 eV
Orbital gap ... 9.10 eV
Total charge ... 0

Mulliken atomic charge list, values in e, 8 entries: -0.856, 0.110, -0.876, 0.097, -0.956, 0.018, -0.669, 0.356

Formula: C5H7ClFN
Source: OMol25
Level of theory: wB97M-V/def2-TZVPD

Geometry as XYZ:
```
15
Properties=species:S:1:pos:R:3:forces:R:3
C -1.029 0.665 -0.140 -2.4 -0.7 1.0
C -0.137 0.187 0.978 -1.4 2.0 2.5
C 1.104 0.893 0.360 -0.5 -1.9 -3.1
C -0.371 -0.453 -0.918 2.8 -1.6 -3.1
C -0.188 -1.265 0.354 1.8 3.2 0.3
H -0.472 0.497 2.058 0.9 -0.8 -1.9
H 1.982 0.464 0.771 1.1 0.4 0.5
H 1.102 1.961 -0.001 0.0 -1.1 1.7
H 1.751 -0.394 -1.153 0.9 -1.8 -0.4
H -0.811 -1.098 -1.774 0.6 2.0 0.9
H -0.898 -1.968 0.539 -2.5 -1.3 1.2
H 0.762 -1.732 0.438 1.0 -0.5 -0.3
N 0.952 0.163 -1.106 -0.8 2.8 1.0
F -1.068 2.046 -0.267 0.0 -1.4 -1.0
Cl -2.677 0.034 -0.139 -1.5 0.6 0.7
```
Forces are in eV/Å.

E_HOMO ... -9.2 eV
Orbital gap ... 10.09 eV
Total charge ... 0

Mulliken atomic charge list, values in e, 8 entries: 0.730, -0.212, -0.640, -0.268, -0.783, 0.344, 0.422, 0.252